# 1
Here is C12H26GeI2N2S4Ti as an isolated structure from OMol25. Energies are from the ωB97M-V functional and the def2-TZVPD basis.

LUMO ... 0.1532 Ha
Net charge ... -2
Maximum force ... 0.7 eV/Å
Energy above the lowest of the compared OMol25 structures with the same formula, charge and spin ... 69.78 kJ/mol

Element x y z (Å)
Ti1 0.0034 -0.2507 0.5287
C1 -1.0932 -2.3608 -1.7353
C2 -2.1540 -1.2813 -1.5607
N1 -1.5251 0.0326 -1.5281
C3 -0.9984 0.4802 -2.8106
C4 0.4661 0.1088 -3.0695
S1 1.5455 0.2149 -1.6071
C5 2.2812 -1.4367 -1.7059
C6 1.3461 -2.5953 -1.3048
N2 0.0398 -2.1557 -0.8117
H1 -1.5531 -3.3382 -1.5546
H2 -0.7175 -2.3582 -2.7603
H3 -2.8843 -1.3703 -2.3806
H4 -2.6814 -1.4336 -0.6169
H5 -2.1674 0.7220 -1.1499
H6 -1.6003 0.0722 -3.6397
H7 -1.0731 1.5622 -2.8289
H8 0.5608 -0.9025 -3.4656
H9 0.8695 0.7986 -3.8119
H10 2.6836 -1.5722 -2.7123
H11 3.1237 -1.3846 -1.0176
H12 1.2151 -3.2858 -2.1457
H13 1.8247 -3.1535 -0.4988
H14 -0.1796 -2.7004 0.0263
I1 -2.4180 1.1721 1.6041
C7 -4.1843 0.2060 2.6688
I2 -1.7660 -2.7303 1.8722
H15 -4.4706 1.1290 3.2113
H16 -3.6061 -0.3667 3.4122
S2 2.4045 4.3294 0.2074
C8 1.2553 3.1585 -0.1719
S3 0.9982 1.9246 1.0570
S4 0.3734 3.1195 -1.6275
C9 4.0614 -2.0612 2.7299
Ge1 3.0706 -0.4106 2.2272
C10 2.9683 0.6531 3.8717
C11 4.2539 0.5046 0.9549
C12 1.3353 -0.9548 1.5954
H17 5.0332 -1.8204 3.1686
H18 4.2290 -2.6891 1.8512
H19 3.4871 -2.6404 3.4553
H20 3.9736 0.8896 4.2295
H21 2.4421 0.0882 4.6427
H22 2.4303 1.5780 3.6729
H23 5.1004 0.9204 1.5068
H24 3.7381 1.3246 0.4559
H25 4.6491 -0.1921 0.2116
H26 1.0435 -1.9223 2.0250

Here are the Mulliken charges for atoms 1 to 4, given in e: Ti -0.4407; C -0.6170; C -0.8201; N 0.0935

***

# 2
Here is one molecule with the formula C6H7N3 in a non-equilibrium geometry from OMol25. Energies are from the ωB97M-V functional and the def2-TZVPD basis.

LUMO ... -0.0143 Ha
Maximum force ... 3.1 eV/Å
Energy above the lowest of the compared OMol25 structures with the same formula, charge and spin ... 189.37 kJ/mol

Element x y z (Å)
C1 2.8447 0.5694 -0.2060
C2 -0.8838 -1.2141 0.0340
C3 -0.8349 0.2637 -0.3834
C4 0.2372 -1.8768 0.2039
C5 0.4373 0.8645 0.1852
C6 1.5686 -0.0691 0.0293
N1 3.8533 0.9843 -0.5712
N2 1.4676 -1.3393 0.0059
N3 -2.0134 0.8771 0.2086
H1 -1.7517 -1.8088 0.1875
H2 -1.0542 0.4553 -1.5070
H3 0.0908 -2.9633 0.4418
H4 0.5515 1.7714 -0.2630
H5 0.3933 1.1824 1.2895
H6 -2.0148 1.8652 0.2568
H7 -2.8914 0.4381 0.0879

Here are the Mulliken charges for atoms 1 to 4, given in e: C 0.0883; C -0.5252; C 0.7252; C -0.2120

***

# 3
Here is a 2-piece molecular cluster, C7H15N2O overall in a non-equilibrium geometry from OMol25. Energies are from the ωB97M-V functional and the def2-TZVPD basis.

LUMO ... -0.1234 Ha
Net charge ... +1
Maximum force ... 3.4 eV/Å
Energy above the lowest of the compared OMol25 structures with the same formula, charge and spin ... 115.89 kJ/mol

Element x y z (Å)
C1 2.0182 -2.4806 -1.3414
C2 0.4832 -2.3639 -1.5781
C3 -0.5268 -3.3299 -1.9223
N1 -1.7592 -2.6087 -2.0398
C4 -1.4859 -1.3012 -1.7556
N2 -0.1636 -1.1066 -1.4619
H1 2.3062 -2.6784 -0.2779
H2 2.4600 -1.4746 -1.6162
H3 2.4364 -3.2298 -2.0697
H4 -0.3617 -4.4184 -2.0725
H5 -2.6615 -3.0081 -2.3014
H6 -2.2517 -0.4817 -1.7657
H7 0.2912 -0.2281 -1.2027
C5 -0.8498 3.4231 1.9895
C6 -0.2903 2.1833 1.3115
C7 0.4847 1.3177 2.2938
O1 0.5703 2.5703 0.2381
H8 -0.0437 4.0423 2.3937
H9 -1.3937 4.0404 1.2715
H10 -1.5262 3.1567 2.8041
H11 -1.1088 1.6027 0.8754
H12 1.3357 1.8656 2.7077
H13 0.8905 0.4348 1.7919
H14 -0.1515 0.9887 3.1179
H15 1.2980 3.0844 0.6101

Here are the Mulliken charges for atoms 1 to 4, given in e: C -0.9988; C 0.5155; C -0.5083; N -0.0178

***

# 4
Here is one molecule with the formula C17H20BrCl2F9I2NO5PS2 in a non-equilibrium geometry from OMol25. Energies are from the ωB97M-V functional and the def2-TZVPD basis.

LUMO ... 0.0020 Ha
Maximum force ... 3.1 eV/Å

Element x y z (Å)
C1 5.1157 -1.5097 -0.4666
C2 3.9219 -0.5933 -0.8265
Cl1 4.5986 0.4809 -2.1287
C3 3.3978 0.2038 0.3822
Cl2 3.9337 -0.5591 1.9506
C4 1.8266 0.5774 0.3907
C5 1.8504 1.8897 -0.4070
C6 2.4017 3.1340 0.3231
C7 1.4898 4.3809 0.1360
I1 2.5726 5.9929 -0.7678
O1 1.5824 0.6415 1.7988
S1 0.3529 1.3170 2.6043
O2 0.0986 2.6195 2.0888
O3 -0.9780 0.4174 2.1992
C8 -1.3075 0.1050 0.8586
S2 -1.5349 1.5429 -0.2723
C9 -2.8293 -0.3441 1.0881
F1 -3.3759 0.7690 1.6780
F2 -2.9750 -1.2538 2.0375
C10 -3.7733 -0.6474 -0.1056
F3 -3.2690 -0.6672 -1.3346
F4 -4.2497 -1.9026 0.0796
C11 -5.0882 0.2195 -0.1953
F5 -4.8431 1.4792 -0.4242
F6 -5.6659 -0.2174 -1.3191
C12 -6.1361 -0.0222 0.9436
F7 -7.1566 -0.6906 0.4846
F8 -6.6063 1.1568 1.3134
F9 -5.6743 -0.6267 2.0014
C13 -0.3386 -1.0263 0.3503
C14 -1.0150 -2.0662 -0.6107
C15 -0.2805 -3.3626 -0.9136
O4 0.8106 -3.5074 -1.2498
I2 -1.4734 -5.1994 -0.8106
P1 0.0097 -2.0826 1.9595
O5 -1.1513 -3.2403 1.8550
Br1 1.8692 -3.3064 1.7254
C16 0.9895 -0.5501 -0.3295
C17 0.9778 -0.4257 -1.8675
N1 -0.1188 0.3117 -2.5098
H1 4.7978 -2.4150 0.0386
H2 5.9180 -0.9705 0.0223
H3 5.5133 -1.8292 -1.4301
H4 3.2352 -1.2647 -1.3257
H5 3.9813 1.1149 0.4162
H6 0.9202 2.1494 -0.9002
H7 2.5451 1.7129 -1.2268
H8 2.5047 2.9415 1.3870
H9 3.3799 3.4179 -0.0503
H10 0.5997 4.1422 -0.4332
H11 1.1302 4.6666 1.1157
H12 -1.8925 2.5516 0.5492
H13 -1.9701 -2.3690 -0.1934
H14 -1.2900 -1.6542 -1.5799
H15 -1.3934 -3.5070 2.7528
H16 1.6215 -1.4287 -0.1772
H17 0.9832 -1.4301 -2.2882
H18 1.9091 -0.0054 -2.2275
H19 -0.6997 -0.3052 -3.0585
H20 0.2478 1.0439 -3.1001

Here are the Mulliken charges for atoms 1 to 4, given in e: C -1.7114; C 0.5922; Cl -0.1448; C -1.1330

***

Listing Kohn-Sham gap for the structures above in their given order: 5.1 9.0 9.7 9.1 eV.